#P
12
Properties=species:S:1:pos:R:3 method="wB97M-V/def2-TZVPD" molar_mass_g_mol=60.10 smiles="C=NC.N" homo_ev=-9.453 e_lumo_ev=0.94
C 0.102 0.673 1.557
N -0.292 0.375 0.389
C -0.027 1.417 -0.654
H 0.280 1.713 1.852
H 0.491 -0.141 2.168
H 0.117 0.880 -1.588
H 0.942 1.836 -0.396
H -0.832 2.139 -0.699
N 0.098 -2.157 -1.064
H -0.144 -3.115 -0.917
H 1.000 -2.012 -0.618
H -0.480 -1.572 -0.461


#Q
12
Properties=species:S:1:pos:R:3 method="wB97M-V/def2-TZVPD" molar_mass_g_mol=60.10 smiles=CNCN homo_ev=-8.352 e_lumo_ev=1.19
C 0.020 0.990 1.330
N -0.640 -0.063 0.592
C -0.462 -0.184 -0.869
N 0.899 -0.725 -1.155
H -0.404 1.206 2.336
H -0.195 1.885 0.742
H 1.092 0.838 1.486
H -0.401 -0.982 0.941
H -1.250 -0.838 -1.204
H -0.449 0.858 -1.268
H 0.989 -1.732 -1.153
H 1.526 -0.303 -0.483


Which structure is the most stable? The one labeled #Q.


#P
14
Properties=species:S:1:pos:R:3 method="wB97M-V/def2-TZVPD" molar_mass_g_mol=78.18 smiles=CCS.C homo_ev=-9.042 e_lumo_ev=0.91
C -1.865 -0.454 -0.048
C -0.781 -0.316 1.024
S -0.511 -1.781 2.091
H -2.519 -1.272 0.243
H -1.359 -0.631 -1.005
H -2.322 0.504 -0.291
H 0.203 -0.060 0.633
H -0.965 0.485 1.746
H -0.048 -2.579 1.125
C 1.991 1.235 -1.120
H 1.243 1.595 -1.837
H 3.029 1.601 -1.244
H 2.139 0.148 -1.215
H 1.764 1.527 -0.100


#Q
14
Properties=species:S:1:pos:R:3 method="wB97M-V/def2-TZVPD" molar_mass_g_mol=78.18 smiles=CCC.S homo_ev=-9.743 e_lumo_ev=0.86
C -1.434 1.217 0.599
C -1.588 0.080 -0.403
C -2.388 -1.299 -0.097
H -0.744 0.993 1.561
H -0.939 2.162 0.199
H -2.385 1.576 1.024
H -2.175 0.407 -1.223
H -0.615 -0.205 -0.807
H -1.963 -2.098 -0.685
H -3.315 -1.075 -0.375
H -2.383 -1.651 0.973
S 2.703 -0.059 -0.105
H 2.344 1.213 0.486
H 1.387 -0.367 -0.064


Which structure is the most stable? The one labeled #P.


#P
9
Properties=species:S:1:pos:R:3 method="wB97M-V/def2-TZVPD" molar_mass_g_mol=97.18 total_charge=-1 homo_ev=-2.647 e_lumo_ev=3.71
C -0.965 1.236 0.695
O -0.280 0.167 1.315
H -0.257 1.962 0.294
H -1.649 0.872 -0.082
H -1.623 1.678 1.450
S 1.005 -0.460 -1.425
S 2.195 -2.147 -1.281
H 0.296 -0.215 0.586
H 1.277 -3.093 -1.552


#Q
9
Properties=species:S:1:pos:R:3 method="wB97M-V/def2-TZVPD" molar_mass_g_mol=97.18 total_charge=-1 homo_ev=-2.847 e_lumo_ev=3.45
O 1.021 0.553 -1.426
H 0.107 0.501 -1.764
C 0.580 0.334 1.198
S 0.805 1.547 -0.122
S -1.549 -1.397 -1.244
H 1.546 0.447 1.715
H 0.451 -0.683 0.840
H -0.207 0.654 1.873
H -2.754 -1.957 -1.071


#R
9
Properties=species:S:1:pos:R:3 method="wB97M-V/def2-TZVPD" molar_mass_g_mol=97.18 total_charge=-1 homo_ev=-2.939 e_lumo_ev=3.85
O 2.405 0.181 0.333
H 2.259 0.993 -0.153
C 0.350 -1.122 -0.960
S 0.580 0.004 0.425
S -2.112 0.503 0.083
H -0.350 -1.893 -0.678
H 1.358 -1.436 -1.238
H -0.055 -0.556 -1.803
H -1.685 1.238 -0.973


Which structure is the most stable? The one labeled #P.


#P
16
Properties=species:S:1:pos:R:3 method="wB97M-V/def2-TZVPD" molar_mass_g_mol=107.11 smiles="N[C@H](C=O)CO.O" homo_ev=-9.401 e_lumo_ev=0.80
N 1.713 0.040 0.093
C 0.463 0.828 -0.328
C -0.109 1.157 1.079
O -1.231 0.868 1.244
C -0.653 -0.028 -1.145
O -0.229 0.117 -2.495
H 2.385 0.370 -0.510
H 1.447 -0.988 0.023
H 0.604 1.847 -0.937
H 0.605 1.433 1.859
H -0.465 -1.057 -1.011
H -1.741 0.349 -0.932
H -0.973 -0.034 -3.044
O 0.046 -2.216 1.551
H -0.435 -2.819 2.222
H -0.305 -1.276 1.647


#Q
16
Properties=species:S:1:pos:R:3 method="wB97M-V/def2-TZVPD" molar_mass_g_mol=107.11 homo_ev=-7.922 e_lumo_ev=-3.70
C -1.149 -0.637 0.303
N 0.100 -0.647 -0.464
C -0.081 -0.538 -1.822
C -0.796 0.642 -2.342
O 1.160 -0.880 2.303
O -1.280 1.541 -1.714
H -1.642 0.379 0.293
H -0.915 -0.889 1.357
H -1.720 -1.333 -0.325
H 0.884 -0.057 -0.107
H 0.864 -0.892 -2.224
H -0.668 0.735 -3.435
H 1.153 0.439 2.024
H 1.787 -1.319 2.893
H 1.408 2.110 1.770
O 0.896 1.347 1.491


#R
16
Properties=species:S:1:pos:R:3 method="wB97M-V/def2-TZVPD" molar_mass_g_mol=107.11 smiles="NCCC(=O)O.O" homo_ev=-9.696 e_lumo_ev=0.58
N 1.214 0.205 -2.460
C 0.506 -0.233 -1.286
C 1.063 0.384 0.027
C 0.426 -0.358 1.189
O 1.035 -1.159 1.827
O -0.901 -0.080 1.501
H 2.103 0.665 -2.309
H 1.504 -0.522 -3.102
H 0.510 -1.339 -1.188
H -0.552 -0.048 -1.413
H 2.142 0.238 0.032
H 0.694 1.413 0.140
H -1.029 0.822 1.832
O -2.777 0.883 -0.208
H -2.597 1.391 -0.999
H -2.124 0.182 -0.182


Which structure is the most stable? The one labeled #R.


#P
16
Properties=species:S:1:pos:R:3 method="wB97M-V/def2-TZVPD" molar_mass_g_mol=107.11 smiles="CC(=O)NCO.O" homo_ev=-9.613 e_lumo_ev=0.45
C -0.819 -0.696 0.723
C -0.533 -1.049 -0.736
O -1.076 -2.116 -1.091
N 0.261 -0.297 -1.406
C 0.471 1.129 -1.189
O 1.279 1.180 0.004
H -0.359 -1.264 1.516
H -1.862 -0.786 0.819
H -0.505 0.358 0.945
H 0.718 -0.727 -2.199
H -0.444 1.669 -0.848
H 0.893 1.473 -2.138
H 1.975 0.656 0.055
O 0.049 1.218 2.782
H 0.798 1.341 3.333
H 0.225 0.796 2.005


#Q
16
Properties=species:S:1:pos:R:3 method="wB97M-V/def2-TZVPD" molar_mass_g_mol=107.11 homo_ev=-8.140 e_lumo_ev=-4.02
O 0.894 -1.016 -1.676
C 1.440 -1.781 -0.937
C 1.429 -1.761 0.533
C -1.713 2.221 1.318
O -0.886 1.179 1.013
N 0.756 -0.913 1.301
H 2.083 -2.578 -1.352
H 2.337 -2.203 0.949
H -2.565 1.862 1.929
H -1.216 2.937 1.997
H -2.120 2.737 0.446
H 1.096 0.070 1.257
H -0.247 -0.919 1.086
H -0.625 0.540 -2.029
H -1.142 1.055 -0.679
O -1.306 1.099 -1.650


Which structure is the most stable? The one labeled #P.


#P
16
Properties=species:S:1:pos:R:3 method="wB97M-V/def2-TZVPD" molar_mass_g_mol=107.11 smiles="CC(=O)NCO.O" homo_ev=-9.785 e_lumo_ev=0.59
C -0.546 0.572 -1.203
C -1.407 -0.387 -0.462
O -2.596 -0.477 -0.668
N -0.788 -1.263 0.460
C 0.108 -0.708 1.476
O 1.294 -0.144 1.014
H -0.271 1.467 -0.650
H 0.382 0.207 -1.631
H -1.148 0.925 -2.044
H -1.495 -1.843 0.864
H -0.411 0.027 2.097
H 0.318 -1.508 2.194
H 1.719 -0.846 0.460
O 2.830 1.675 -0.646
H 2.423 1.419 0.176
H 3.401 2.421 -0.425


#Q
16
Properties=species:S:1:pos:R:3 method="wB97M-V/def2-TZVPD" molar_mass_g_mol=107.11 smiles="N[C@H](C=O)CO.O" homo_ev=-9.222 e_lumo_ev=0.48
N 0.795 -0.752 0.345
C 0.938 0.257 -0.657
C 1.143 1.688 -0.115
O 1.259 2.618 -0.876
C -0.273 0.236 -1.537
O -0.696 -1.110 -1.884
H 0.165 -1.560 0.326
H 1.398 -0.956 1.227
H 1.816 -0.034 -1.287
H 1.091 1.817 1.058
H -1.142 0.741 -1.140
H -0.201 0.818 -2.455
H -0.711 -1.690 -1.179
O -1.616 -0.991 2.916
H -1.476 -0.059 2.781
H -2.492 -1.022 2.476


#R
16
Properties=species:S:1:pos:R:3 method="wB97M-V/def2-TZVPD" molar_mass_g_mol=107.11 smiles="CCNC(=O)O.O" homo_ev=-10.154 e_lumo_ev=0.65
C 2.781 0.548 1.670
C 1.877 1.096 0.568
N 0.643 0.363 0.409
C 0.536 -0.883 -0.102
O 1.293 -1.528 -0.771
O -0.648 -1.442 0.377
H 3.171 -0.457 1.540
H 3.670 1.197 1.692
H 2.365 0.687 2.652
H 1.616 2.111 0.843
H 2.518 1.143 -0.303
H 0.020 0.512 1.187
H -0.465 -2.392 0.371
O -6.639 -0.356 -3.738
H -5.829 -0.780 -3.408
H -6.911 0.182 -2.986


Which structure is the most stable? The one labeled #R.


#P
16
Properties=species:S:1:pos:R:3 method="wB97M-V/def2-TZVPD" molar_mass_g_mol=107.11 smiles="O=CNCCO.O" homo_ev=-9.804 e_lumo_ev=0.27
O -1.049 -2.661 -1.240
C -0.421 -2.210 -0.308
N 0.261 -1.032 -0.385
C 0.801 -0.341 0.791
C 1.172 1.118 0.480
O 0.929 1.912 1.636
H -0.121 -2.874 0.522
H 0.269 -0.446 -1.203
H 0.004 -0.239 1.539
H 1.619 -0.914 1.219
H 2.241 1.223 0.273
H 0.671 1.444 -0.443
H -0.019 1.899 1.750
O -2.056 0.793 -1.850
H -2.139 1.739 -1.862
H -2.163 0.588 -0.917


#Q
16
Properties=species:S:1:pos:R:3 method="wB97M-V/def2-TZVPD" molar_mass_g_mol=107.11 smiles="O=CCNCO.O" homo_ev=-9.627 e_lumo_ev=0.71
O 2.733 0.242 0.452
C 1.673 -0.231 0.748
C 0.541 -0.419 -0.227
N -0.453 -1.347 0.272
C -1.748 -0.843 0.578
O -2.620 -0.641 -0.546
H 1.394 -0.539 1.783
H 0.932 -0.710 -1.204
H 0.127 0.580 -0.397
H -0.513 -2.188 -0.278
H -2.242 -1.546 1.249
H -1.679 0.123 1.079
H -2.123 -0.811 -1.356
O 1.135 2.753 -1.071
H 0.863 3.220 -0.262
H 1.979 2.354 -0.818


Which structure is the most stable? The one labeled #P.


#P
18
Properties=species:S:1:pos:R:3 method="wB97M-V/def2-TZVPD" molar_mass_g_mol=112.15 total_charge=+1 homo_ev="-12.220 / -10.531" e_lumo_ev="-3.93 / -4.92"
C 3.018 -1.541 0.884
C 2.480 -0.510 1.593
C 1.481 -0.575 2.498
C -1.975 1.396 0.099
C -2.086 0.726 -1.212
C 0.037 -0.137 -0.025
N -1.369 0.083 -0.076
O 0.689 -0.600 3.326
H 3.826 -1.360 0.201
H 2.658 -2.549 0.986
H 2.870 0.497 1.471
H -1.281 2.218 0.200
H -2.834 1.454 0.749
H -3.020 0.278 -1.516
H -1.457 1.058 -2.026
H 0.322 -1.125 -0.354
H 0.606 0.669 -0.459
H -1.877 -0.695 0.343


#Q
18
Properties=species:S:1:pos:R:3 method="wB97M-V/def2-TZVPD" molar_mass_g_mol=112.15 total_charge=+1 homo_ev=-12.792 e_lumo_ev=-4.81
C 2.595 1.458 0.331
C 1.841 0.551 0.332
C -1.068 1.562 -0.124
C 0.635 -0.600 -1.414
C -0.957 -1.751 0.800
C 0.874 -0.363 0.039
N 0.277 -1.024 0.944
O -2.164 2.227 -0.052
H 2.863 2.446 0.529
H -0.270 2.435 -0.355
H -0.471 -0.163 -1.550
H 0.634 -1.673 -1.666
H 1.336 -0.193 -2.129
H -0.692 -2.676 0.287
H -1.566 -1.912 1.842
H -1.507 -1.101 0.009
H -3.022 1.770 0.293
H 0.663 -0.993 1.885


Which structure is the most stable? The one labeled #P.


#P
18
Properties=species:S:1:pos:R:3 method="wB97M-V/def2-TZVPD" molar_mass_g_mol=96.13 smiles=NCCN.O.O homo_ev=-9.709 e_lumo_ev=0.91
N 1.851 -0.949 -0.305
C 0.928 0.145 -0.664
C -0.274 -0.409 -1.442
N -1.528 -0.002 -0.837
H 2.639 -0.560 0.205
H 2.268 -1.309 -1.157
H 1.433 0.966 -1.165
H 0.564 0.562 0.270
H -0.214 -0.068 -2.472
H -0.132 -1.495 -1.490
H -2.295 -0.526 -1.240
H -1.498 -0.239 0.151
O 0.104 -1.451 1.998
H 0.327 -2.264 2.462
H 0.768 -1.395 1.286
O -0.953 2.758 0.758
H -1.048 2.013 0.150
H -1.723 2.673 1.330


#Q
18
Properties=species:S:1:pos:R:3 method="wB97M-V/def2-TZVPD" molar_mass_g_mol=96.13 smiles=NCCN.O.O homo_ev=-9.118 e_lumo_ev=0.58
N 2.370 1.216 -0.174
C 1.054 1.645 -0.644
C 0.341 0.427 -1.195
N -0.408 -0.385 -0.226
H 2.289 0.581 0.610
H 3.040 1.914 0.118
H 1.039 2.428 -1.397
H 0.494 1.956 0.252
H -0.257 0.577 -2.109
H 1.150 -0.219 -1.566
H -1.221 -0.003 0.243
H -0.781 -1.178 -0.732
O 0.715 -2.011 1.554
H 0.137 -1.651 2.215
H 0.572 -1.352 0.822
O -3.377 -1.029 0.955
H -4.298 -1.311 0.862
H -2.861 -1.606 0.409


#R
18
Properties=species:S:1:pos:R:3 method="wB97M-V/def2-TZVPD" molar_mass_g_mol=96.13 smiles=NCCN.O.O homo_ev=-9.529 e_lumo_ev=0.68
N 0.149 -1.662 1.033
C -1.039 -0.784 1.108
C -0.596 0.688 1.460
N -0.035 1.488 0.326
H 0.943 -0.966 1.119
H 0.324 -2.069 0.068
H -1.638 -1.120 2.002
H -1.600 -0.720 0.194
H -1.539 1.114 1.772
H 0.165 0.633 2.238
H -0.746 1.481 -0.516
H 0.218 2.464 0.632
O 0.188 -1.371 -2.228
H 0.727 -2.296 -2.199
H 0.569 -0.711 -1.630
O 1.695 1.075 -1.787
H 0.874 1.110 -1.120
H 1.341 1.646 -2.473


Which structure is the most stable? The one labeled #P.


#P
17
Properties=species:S:1:pos:R:3 method="wB97M-V/def2-TZVPD" molar_mass_g_mol=140.21 homo_ev="-6.999 / -7.198" e_lumo_ev="-0.87 / 0.89"
C 2.475 0.506 -1.853
C 2.084 0.455 -0.539
C 1.497 0.231 -2.759
C 0.747 0.108 -0.272
C -1.198 -0.908 0.810
C 0.121 -0.116 0.887
N -2.769 -0.732 1.211
N -2.940 0.302 2.022
S -0.035 -0.062 -1.858
H 3.553 0.678 -1.963
H 2.836 0.614 0.332
H 1.595 0.389 -3.756
H -1.223 -1.385 -0.164
H -1.164 -1.573 1.671
H 0.437 0.058 1.890
H -3.844 0.479 2.404
H -2.174 0.957 1.938


#Q
17
Properties=species:S:1:pos:R:3 method="wB97M-V/def2-TZVPD" molar_mass_g_mol=140.21 homo_ev=-9.143 e_lumo_ev=0.13
C -1.793 -1.606 -0.152
C -2.279 -0.334 0.089
C -0.489 -1.918 -0.291
C -1.266 0.586 0.325
C 0.531 -0.983 -0.234
C 0.091 0.287 0.027
N 0.926 2.976 -0.215
N 2.631 0.954 0.215
S 1.258 1.604 0.431
H -2.533 -2.351 -0.200
H -3.364 -0.109 0.162
H -0.356 -2.929 -0.542
H -1.621 1.598 0.487
H 1.569 -1.276 -0.495
H 0.106 3.511 -0.059
H 3.543 1.464 0.264
H 0.792 1.805 2.058


Which structure is the most stable? The one labeled #Q.


#P
17
Properties=species:S:1:pos:R:3 method="wB97M-V/def2-TZVPD" molar_mass_g_mol=140.21 smiles="C=C[C@H](S)n1ccnc1" homo_ev=-8.940 e_lumo_ev=0.64
C -1.236 -2.011 1.625
C -1.169 -0.905 0.896
C 0.163 -0.228 0.670
S 0.117 1.013 2.032
N 0.424 0.471 -0.610
C -0.410 1.226 -1.389
C 0.335 1.590 -2.496
N 1.616 1.078 -2.353
C 1.622 0.402 -1.265
H -2.175 -2.563 1.821
H -0.331 -2.497 2.241
H -2.057 -0.610 0.448
H 1.160 -0.815 0.868
H 0.846 0.272 2.746
H -1.528 1.268 -1.226
H 0.177 2.180 -3.328
H 2.445 0.128 -0.679


#Q
17
Properties=species:S:1:pos:R:3 method="wB97M-V/def2-TZVPD" molar_mass_g_mol=140.21 smiles="C[C@]12C[C@H]1CN=NC2=S" homo_ev=-8.508 e_lumo_ev=-1.36
C 0.099 1.661 -1.152
C -0.045 0.603 -0.081
C 0.698 0.570 1.237
C 0.972 -0.439 0.182
C 0.438 -1.847 0.369
N -0.761 -2.051 -0.466
N -1.697 -1.217 -0.584
C -1.739 -0.059 -0.075
S -2.982 0.843 0.464
H 1.056 2.219 -1.149
H -0.776 2.310 -1.238
H 0.165 0.984 -1.995
H 0.139 0.320 2.152
H 1.337 1.426 1.320
H 1.908 -0.512 -0.353
H 1.116 -2.756 0.005
H 0.072 -2.056 1.363


Which structure is the most stable? The one labeled #P.


#P
18
Properties=species:S:1:pos:R:3 method="wB97M-V/def2-TZVPD" molar_mass_g_mol=236.06 smiles=Cc1n[nH]cc1[C@@H](C)I homo_ev=-8.694 e_lumo_ev=0.24
C 1.598 -0.072 1.920
C 0.358 0.518 1.343
N -0.565 1.098 2.114
N -1.614 1.374 1.381
C -1.412 1.005 0.037
C -0.301 0.286 -0.086
C 0.311 -0.418 -1.227
C -0.402 -1.334 -2.250
I 1.165 1.200 -2.556
H 1.947 0.447 2.941
H 1.539 -1.128 2.157
H 2.539 -0.038 1.367
H -2.470 1.827 1.669
H -2.244 1.267 -0.595
H 1.094 -1.057 -0.785
H -1.071 -0.858 -2.930
H -0.816 -2.250 -1.627
H 0.346 -1.868 -2.872


#Q
18
Properties=species:S:1:pos:R:3 method="wB97M-V/def2-TZVPD" molar_mass_g_mol=236.06 homo_ev=-8.729 e_lumo_ev=0.55
C 0.071 -1.964 -1.476
C -0.540 -2.339 -0.336
C -0.004 -0.265 -0.296
C 1.450 2.269 -0.927
C -1.037 -0.996 1.827
C 0.386 1.798 0.005
N 0.423 -0.675 -1.435
N -0.557 -1.202 0.467
I -1.454 2.749 0.041
H 0.176 -2.677 -2.240
H -0.972 -3.164 0.192
H 1.143 1.988 -1.886
H 2.489 1.881 -0.699
H 1.385 3.269 -0.965
H -1.592 0.052 1.884
H -1.619 -1.693 2.233
H -0.290 -0.840 2.491
H 0.541 1.810 1.117


Which structure is the most stable? The one labeled #P.